10 unconnected molecules or ions with the total composition C51H100N10O14 at a distorted geometry, computed with the ωB97M-V functional and the def2-TZVPD basis.

Calculated values
M   1077.42 g/mol
Gap between HOMO and LUMO   8.7 eV
Lowest unoccupied orbital energy   0.009 Ha
SMILES   CCCCCCCCCC[C@@]1(CN)OC(=O)O[C@]1(COC(C)=O)Cc1ccccc1.CNC(C)=O.CNC(C)=O.CNC(C)=O.CNC(C)=O.CNC(C)=O.CNC(C)=O.CNC(C)=O.CNC(C)=O.CNC(C)=O
Charge   0

Each line ends with the Mulliken charge.
Geometry (Å):
H (3.031, 5.861, 3.505)  0.343
H (5.851, -9.531, 1.891)  0.300
C (-0.610, -3.886, 3.828)  -1.372
H (-6.395, 5.292, -6.452)  0.315
H (-0.808, 9.735, 3.923)  0.399
O (3.309, -2.373, -2.758)  -0.581
H (6.812, 0.339, 0.421)  0.376
C (-5.125, 1.792, -0.484)  -1.643
C (-1.020, -1.249, -2.097)  -1.831
H (-2.129, 8.689, 4.477)  0.384
C (6.234, -8.516, 1.922)  -1.310
C (-1.169, -3.242, 2.577)  1.037
O (-1.677, 0.992, -1.448)  1.388
H (1.515, 5.419, 0.474)  0.275
C (1.738, -0.256, -1.787)  -2.002
O (-1.160, -8.524, -1.404)  -0.627
C (-1.229, 0.773, -0.205)  -0.876
H (-0.378, -1.638, -1.308)  0.366
H (-2.746, 10.774, 1.298)  0.292
H (-0.741, 3.168, 2.067)  0.043
C (0.828, 4.642, -5.101)  -0.591
C (4.086, -2.553, 6.075)  0.867
C (-3.304, -6.838, 0.196)  -0.949
C (-0.040, 4.882, -4.032)  -0.724
H (4.534, 5.199, 2.823)  0.379
H (6.117, -6.194, -0.476)  0.221
H (-2.628, -1.246, -0.681)  -0.161
H (3.073, 5.868, 1.180)  0.469
H (-7.778, 2.673, -6.053)  0.246
H (6.349, -0.314, 2.573)  0.456
H (-3.225, -0.131, -3.178)  -0.071
C (-4.272, -6.570, -2.553)  -1.349
H (1.908, 3.121, 1.325)  -0.200
H (1.448, -0.687, 5.946)  0.251
C (-0.249, -0.999, 3.286)  -0.680
H (3.032, -0.070, -5.017)  0.250
C (1.816, 2.805, -3.872)  -0.038
C (-4.277, -5.385, -1.612)  0.911
H (-3.257, -6.942, -2.700)  0.319
C (-1.176, 8.709, 3.947)  -1.412
H (3.045, -1.960, 4.494)  0.148
N (4.988, 1.262, 2.298)  0.273
C (-0.204, -8.858, -0.720)  0.748
C (-4.800, -0.441, -1.803)  -1.544
N (-3.794, -5.595, -0.367)  -0.031
C (0.927, 3.018, -2.808)  -0.008
H (5.604, 0.306, 4.055)  0.247
C (-3.937, 3.548, 1.019)  -1.305
H (2.556, 2.019, -3.802)  0.531
N (-2.185, 8.794, 1.712)  -0.158
H (0.592, -0.544, 2.758)  0.117
H (0.390, 2.698, -0.816)  -0.119
H (4.551, -0.769, -4.457)  0.344
H (4.130, 1.702, 2.620)  -0.054
C (-6.873, 3.531, -4.502)  0.741
H (3.025, 4.733, -0.178)  0.247
H (2.802, -0.412, 7.042)  0.346
H (-1.460, -9.599, 0.818)  0.271
H (-1.951, 3.623, 0.208)  -1.066
H (2.902, -9.679, -1.030)  0.278
N (1.068, -8.657, -1.137)  -0.095
N (2.407, 3.938, 1.640)  0.657
C (3.667, 4.977, 3.447)  -1.646
H (1.705, -1.031, -1.025)  0.404
H (2.790, 0.345, 5.446)  0.303
H (-2.262, -6.726, 0.489)  0.276
H (5.753, -7.973, 2.737)  0.346
H (-4.792, 1.170, 0.346)  0.567
H (-2.254, 2.695, 2.758)  0.375
H (-6.194, 1.962, -0.350)  0.346
H (-1.347, -1.537, 1.562)  -0.060
H (2.432, 3.430, -5.845)  0.434
C (4.404, -2.277, 7.526)  -1.314
C (-3.579, -0.967, -2.585)  -0.557
H (-0.463, 8.089, 4.481)  0.261
H (-5.846, 4.594, -2.987)  -0.145
N (6.341, -6.575, 0.430)  -0.144
H (4.003, 4.712, 4.445)  0.332
H (-1.605, 4.326, 3.086)  0.340
H (0.772, 5.266, -5.981)  0.393
H (-1.196, 2.400, -4.711)  0.240
O (2.753, 2.761, 3.510)  -0.744
H (7.198, -6.252, 2.313)  0.310
H (-4.756, -0.773, -0.768)  0.560
H (-4.575, 4.333, 1.423)  0.344
H (7.235, 1.991, -0.059)  0.327
O (5.362, -8.449, -0.309)  -0.644
O (-4.696, -4.288, -1.961)  -0.662
H (-0.921, -0.201, 3.603)  0.163
O (-7.176, 2.630, -3.741)  -0.653
H (0.477, -3.788, 3.866)  0.321
O (-1.889, 0.842, 0.776)  -0.301
C (-0.951, 0.571, -3.817)  -2.623
C (-1.325, 8.155, 2.548)  0.836
O (-1.794, -3.888, 1.749)  -0.632
H (-3.768, -4.770, 0.213)  0.206
C (2.513, 5.058, 0.729)  -1.064
H (5.111, -3.026, 7.866)  0.311
C (2.306, -8.980, -0.444)  -0.853
H (0.056, -8.907, 1.421)  0.379
C (-0.777, 0.267, -2.311)  2.365
H (-4.059, 9.728, 1.856)  0.296
H (2.092, -9.429, 0.520)  0.287
H (-6.405, 4.009, -7.665)  0.275
H (-4.008, 1.526, -2.284)  -0.165
C (-6.973, 4.465, -6.851)  -0.829
H (-5.698, -0.838, -2.267)  0.313
H (-2.596, -2.651, -1.708)  0.607
H (2.676, 0.284, -1.675)  0.946
H (-4.885, -7.380, -2.157)  0.359
O (5.035, 2.872, 0.753)  -0.605
H (-5.109, 3.930, -0.727)  0.257
N (-0.951, -1.916, 2.411)  0.017
C (2.903, 3.811, 2.877)  0.905
C (-3.001, 9.962, 1.981)  -0.896
H (0.048, 0.639, -4.233)  0.576
H (0.054, -10.505, 0.652)  0.456
O (-0.707, 7.173, 2.174)  -0.547
H (-1.034, -3.430, 4.723)  0.364
O (0.076, 0.450, -0.223)  -0.407
C (3.510, -0.982, -4.677)  -1.062
H (-2.843, 10.306, 2.997)  0.341
H (2.004, 2.178, -1.199)  0.754
H (-2.574, 1.537, -4.605)  0.346
H (-7.903, 4.862, -7.262)  0.284
H (-2.242, 8.374, 0.797)  0.227
C (2.528, -0.556, 6.003)  -0.893
C (5.432, 0.078, 3.001)  -0.941
H (7.990, -5.401, 0.981)  0.288
C (0.976, 2.168, -1.561)  -0.860
H (-0.869, -4.939, 3.811)  0.287
N (-7.246, 3.494, -5.811)  -0.172
H (3.452, -1.739, -5.452)  0.333
C (-6.065, 4.724, -4.042)  -0.851
N (3.212, -1.717, 5.458)  -0.026
H (-3.578, 3.190, -1.087)  -0.163
H (-4.682, -6.248, -3.505)  0.338
H (-1.458, -0.277, -4.258)  0.598
H (2.901, -8.083, -0.291)  0.292
C (6.906, 1.369, 0.767)  -1.575
C (0.542, 0.674, -1.615)  1.206
C (5.577, 1.896, 1.258)  0.984
H (3.504, -2.332, 8.139)  0.359
H (0.119, -1.523, 4.161)  0.344
H (1.133, -8.226, -2.045)  0.228
O (4.590, -3.486, 5.469)  -0.673
C (-0.394, -9.511, 0.632)  -1.369
H (6.430, -4.840, 1.603)  0.292
C (2.869, -1.491, -3.421)  0.658
H (-6.623, 5.651, -4.182)  0.419
C (7.027, -5.724, 1.383)  -0.847
C (5.939, -7.861, 0.593)  0.826
H (-3.374, -7.643, -0.524)  0.352
N (-1.725, 1.781, -4.115)  -0.309
C (-1.723, 3.547, 2.341)  -1.308
C (-2.470, -1.572, -1.708)  -0.306
H (-5.733, 1.395, -2.485)  0.452
H (-3.890, -7.098, 1.082)  0.274
H (-0.679, 4.233, -2.078)  0.234
H (4.659, -0.689, 2.940)  0.195
H (-3.910, -1.736, -3.281)  0.621
C (0.003, 4.067, -2.900)  0.042
C (-4.908, 1.101, -1.840)  0.571
C (-2.472, 4.018, 1.078)  1.293
H (-2.390, 5.104, 1.030)  0.480
C (1.761, 3.602, -5.016)  -0.839
H (-0.769, 5.677, -4.083)  0.436
H (-0.732, -1.806, -2.984)  0.773
H (7.655, 1.404, 1.559)  0.380
H (7.307, -8.547, 2.110)  0.381
H (-5.125, 4.791, -4.592)  0.361
C (-4.417, 3.153, -0.393)  0.353
O (1.704, -0.855, -3.093)  -0.182
H (-4.027, 2.685, 1.674)  0.477
H (4.848, -1.288, 7.645)  0.346

***

5 unconnected molecules or ions with the total composition C51H103BCl2N4O3PS at a distorted geometry, computed with the ωB97M-V functional and the def2-TZVPD basis.

Calculated values
M   965.17 g/mol
Gap between HOMO and LUMO   5.7 eV
Lowest unoccupied orbital energy   -0.123 Ha
Charge   +1

Each line ends with the Mulliken charge.
Geometry (Å):
H (-0.924, -2.523, -1.403)  0.257
H (-5.937, 7.802, 5.775)  0.292
H (2.013, -1.662, -1.190)  -0.405
H (-2.269, -3.546, -3.978)  0.250
H (1.786, 0.847, 0.391)  0.068
H (-0.275, -4.631, -2.032)  -0.120
H (3.297, 5.684, 3.772)  0.273
H (2.487, 4.021, 5.158)  0.184
C (-4.257, 6.022, 6.211)  -0.394
H (2.392, 1.584, -3.395)  -0.471
C (-4.869, -0.575, -6.047)  -0.417
H (-7.310, -5.108, -1.696)  0.337
H (-0.824, 4.288, -6.656)  0.289
H (-5.190, -3.102, -4.797)  0.280
H (-0.347, -6.102, -0.043)  0.473
C (3.007, -5.814, 8.117)  -1.202
H (4.461, 2.842, -5.088)  0.251
H (4.684, -4.674, 7.435)  0.374
C (0.247, 3.705, 2.128)  -0.793
H (2.942, -5.331, 9.097)  0.296
C (2.055, -3.672, 3.911)  -0.707
C (5.958, 4.274, -0.450)  0.110
C (-0.136, 2.294, -4.408)  -0.469
H (6.194, 1.147, -2.194)  0.480
H (3.504, -2.918, 6.261)  0.202
H (2.943, -0.852, 2.161)  0.110
S (1.645, 2.981, 4.649)  -0.226
H (-4.636, -5.896, -0.416)  0.325
C (-2.686, 5.566, 6.035)  -0.291
H (-1.122, 4.172, 3.975)  0.267
H (0.688, 7.024, 5.417)  0.293
C (-0.549, 4.777, 3.120)  0.389
H (1.906, -3.593, -2.693)  0.373
C (4.216, 1.195, -0.974)  -0.322
C (0.655, -4.879, -1.510)  -0.197
H (0.773, -0.795, -3.287)  -0.177
H (-5.729, -4.482, -2.119)  0.067
H (-4.294, -3.182, -7.133)  0.364
C (0.008, 3.510, -6.931)  -0.944
H (-5.803, -4.793, 0.279)  0.344
C (1.662, -3.733, -1.634)  -0.965
H (-8.396, -6.685, -0.433)  0.231
H (2.600, -4.032, -1.148)  0.471
C (3.465, 2.255, -5.291)  -0.377
H (4.898, 0.434, 3.213)  0.209
N (4.083, 0.909, 3.670)  -0.626
H (7.768, 5.217, 0.740)  0.344
C (-2.119, 8.098, 4.816)  -0.329
C (-3.653, -2.845, -6.310)  -0.948
H (4.652, 0.184, -0.513)  0.118
H (-2.657, -3.255, -6.518)  0.370
C (5.570, 0.209, -4.661)  -1.270
H (-3.183, -1.007, -7.313)  0.431
N (2.971, 3.392, 2.051)  1.265
H (-5.919, -6.993, 1.349)  0.387
H (2.228, 7.493, 2.325)  0.134
Cl (6.176, 2.969, 2.190)  -0.049
N (1.795, 1.825, 0.756)  -0.044
H (-4.113, 9.611, 4.625)  0.295
H (-8.265, -7.676, 1.008)  0.377
H (0.745, 3.946, -7.757)  0.302
P (2.735, 0.235, 3.093)  0.354
C (-0.095, -1.833, -1.594)  -0.524
B (3.082, 4.884, 1.923)  0.180
C (3.109, 1.088, -4.197)  0.217
H (-2.801, 5.190, 2.630)  0.261
H (-6.589, -7.406, -2.437)  0.385
H (-1.389, 8.880, 4.312)  0.273
H (6.578, 6.463, -0.176)  0.337
H (0.275, -4.451, 4.802)  0.344
H (-6.848, -0.269, -6.850)  0.382
H (1.068, -5.759, -2.018)  0.402
C (0.807, 3.077, -5.536)  0.490
N (4.332, 2.232, 0.118)  0.924
Cl (4.533, 4.957, -1.417)  -0.117
C (1.342, -4.388, 5.048)  -0.493
H (4.134, -0.611, -2.978)  0.164
H (-4.663, 0.502, -6.038)  0.380
C (-8.313, -5.577, 1.409)  -1.179
C (1.530, 1.506, 2.244)  -0.818
H (-5.004, 5.260, 6.695)  0.298
H (1.678, -2.652, 3.796)  0.003
C (-4.786, 7.512, 5.668)  -0.340
H (2.077, 7.851, 0.477)  0.229
C (-0.013, 6.113, 5.098)  -0.438
H (6.809, 4.059, -1.261)  0.393
H (-5.242, -0.823, -5.047)  0.268
H (-7.861, -5.650, 2.403)  0.289
H (-2.246, 4.514, 6.376)  0.238
H (0.349, 4.115, 1.011)  0.286
H (2.491, 4.573, -5.183)  0.271
C (5.069, 1.477, -2.340)  -0.108
C (3.185, 2.486, 0.880)  -0.626
C (3.661, -4.890, 7.101)  -0.415
C (-5.712, -5.689, -0.345)  -0.655
C (5.660, 2.888, 0.373)  -0.413
C (-1.747, 5.424, 2.147)  -1.028
H (-0.259, 1.176, -4.730)  0.079
H (-0.551, 2.547, -7.349)  0.229
C (-3.280, -3.164, -3.809)  -0.734
O (2.424, 5.760, 0.932)  -0.305
H (6.046, 1.229, -4.993)  0.260
H (3.127, 0.939, -1.318)  -0.289
H (5.158, -0.341, -5.608)  0.348
H (-0.117, -4.429, 0.475)  0.249
C (-3.698, 8.571, 4.986)  -0.470
C (-1.591, 6.596, 5.326)  0.388
H (6.447, -0.447, -4.233)  0.383
H (-1.220, 2.791, -4.373)  0.395
C (-6.249, -5.371, -1.742)  -0.111
C (2.262, 3.413, -5.315)  -0.897
H (-0.526, 2.800, 2.019)  0.339
H (-2.807, -0.987, -5.604)  -0.165
H (2.000, -6.107, 7.807)  0.283
C (-6.383, -6.872, 0.362)  -0.820
H (-8.018, -4.623, 0.964)  0.282
C (2.919, -3.562, 6.927)  -0.559
H (6.013, 5.707, 1.460)  0.186
C (4.456, 0.414, -3.478)  0.095
C (-6.046, -6.505, -2.736)  -1.232
H (-0.334, -0.909, -1.053)  0.357
H (-1.602, 6.598, 2.235)  0.204
H (2.000, -0.287, 4.248)  0.102
H (-0.970, -1.083, -3.418)  0.107
H (-4.243, -4.539, -5.132)  0.356
C (1.628, 3.097, 2.756)  -0.166
C (-5.950, -0.852, -7.080)  -1.239
H (3.135, -3.626, 4.077)  0.376
H (-9.400, -5.564, 1.532)  0.373
H (0.187, 5.201, 5.803)  0.296
H (0.307, 2.348, -3.323)  -0.033
H (-6.166, -7.796, -0.186)  0.315
H (-1.653, 5.066, 1.037)  0.351
H (-4.985, -6.756, -2.829)  0.255
O (3.897, 5.592, 2.972)  -0.790
C (-4.175, -3.452, -5.005)  -0.376
C (-7.899, -6.754, 0.539)  -0.355
H (3.755, -5.406, 6.140)  0.239
O (0.297, 5.844, 3.662)  0.028
H (-3.216, -2.093, -3.601)  0.188
H (2.469, 0.269, -4.783)  0.416
H (6.469, 2.110, -0.044)  0.383
H (3.529, 1.864, -6.412)  0.279
H (1.112, -2.501, 0.054)  0.202
C (0.347, -5.256, -0.069)  -1.227
H (1.068, -2.665, 6.309)  0.322
C (-3.559, -1.315, -6.330)  -0.178
H (0.863, -4.195, 7.134)  0.336
H (3.599, -6.728, 8.229)  0.375
H (1.259, -5.551, 0.459)  0.263
H (3.806, 7.468, 1.146)  0.187
H (2.887, -3.043, 7.893)  0.418
H (-6.412, -6.209, -3.724)  0.351
H (-6.235, -1.907, -7.094)  0.286
H (0.160, -2.416, -3.675)  0.248
H (4.936, 2.535, -2.817)  -0.045
H (-3.680, -3.652, -2.914)  0.243
C (2.673, 7.186, 1.261)  -0.433
H (0.499, 0.939, 2.451)  0.403
H (1.888, -4.204, 2.969)  0.223
H (1.703, -5.419, 5.117)  0.282
C (1.213, -2.397, -1.032)  0.491
C (-0.023, -1.517, -3.080)  -0.245
C (1.486, -3.677, 6.395)  -0.712
C (6.632, 5.478, 0.496)  -1.032
H (-5.613, -0.570, -8.082)  0.298